Entry 1:
{
  "formula": "C23H24ClN8O7PdTe",
  "method": "ωB97M-V/def2-TZVPD",
  "species": ["Pd", "N", "N", "C", "N", "N", "N", "O", "O", "H", "H", "H", "H", "H", "O", "C", "N", "C", "C", "C", "C", "Cl", "C", "C", "C", "O", "C", "C", "O", "O", "H", "H", "H", "H", "H", "H", "H", "H", "Te", "C", "C", "C", "C", "C", "C", "H", "H", "H", "H", "H", "N", "C", "O", "C", "C", "C", "C", "N", "C", "H", "H", "H", "H", "H", "H"],
  "coordinates": [[1.2656, -0.6301, 0.5809], [3.4438, -1.6016, -1.1155], [3.6404, -2.9459, -0.8379], [2.8830, -3.6269, 0.0466], [3.1778, -4.9225, 0.1349], [1.9464, -2.9280, 0.7110], [1.0535, -3.5541, 1.5715], [1.0940, -4.7508, 1.8796], [0.2029, -2.8231, 2.0287], [3.0185, -1.4805, -2.0238], [4.3171, -1.1012, -1.0454], [4.3193, -3.4658, -1.3685], [3.8915, -5.3359, -0.4387], [2.6412, -5.4772, 0.7835], [0.5179, -0.0309, 4.3625], [1.3178, -0.2464, 3.5204], [2.1256, -0.4663, 2.6421], [-3.9204, -0.8925, -1.4938], [-3.7765, -1.2760, -0.0542], [-4.4111, -0.5610, 0.9229], [-4.3284, -0.9409, 2.2740], [-5.1141, 0.0102, 3.4410], [-3.6308, -2.0968, 2.6859], [-3.0183, -2.8472, 1.7393], [-3.0300, -2.4312, 0.3699], [-2.4617, -3.2853, -0.4529], [-1.5660, -2.8491, -1.4770], [-0.7008, -1.7108, -0.9325], [0.3806, -1.4686, -1.5253], [-1.1367, -1.1171, 0.0839], [-4.7330, -0.1792, -1.6120], [-4.1333, -1.7653, -2.1129], [-3.0097, -0.4193, -1.8700], [-5.0040, 0.3032, 0.6528], [-3.5875, -2.3683, 3.7319], [-2.4557, -3.7370, 1.9910], [-2.0423, -2.5266, -2.4012], [-0.9486, -3.7154, -1.6917], [3.3362, 1.1260, 1.1375], [3.3187, 3.1287, 0.4287], [4.4369, 3.5947, -0.2581], [4.4805, 4.9131, -0.6922], [3.4191, 5.7683, -0.4305], [2.3096, 5.3074, 0.2669], [2.2556, 3.9879, 0.6952], [5.2773, 2.9359, -0.4532], [5.3504, 5.2733, -1.2275], [3.4592, 6.7971, -0.7653], [1.4869, 5.9782, 0.4821], [1.3897, 3.6362, 1.2404], [-1.1083, 1.3491, -3.5144], [-1.7452, 2.2091, -2.6720], [-2.6254, 2.9634, -3.0321], [-1.3345, 2.1175, -1.2325], [-2.2296, 2.5059, -0.2466], [-1.8952, 2.3250, 1.0837], [-0.6774, 1.7367, 1.3841], [0.2124, 1.4279, 0.4399], [-0.1021, 1.6374, -0.8366], [-1.3341, 1.3963, -4.4938], [-0.4509, 0.6575, -3.1956], [-3.1767, 2.9425, -0.5422], [-2.5661, 2.6202, 1.8802], [-0.3897, 1.5202, 2.4069], [0.6743, 1.4059, -1.5540]],
  "s2": 6.037,
  "lumo_ev": [-2.3544, -5.7942],
  "multiplicity": 5,
  "charge": 1,
  "max_force_ev_per_a": 1.218,
  "homo_ev": [-10.27, -10.98]
}

---

Entry 2:
{
  "formula": "C4H9NO",
  "method": "ωB97M-V/def2-TZVPD",
  "species": ["C", "C", "O", "C", "C", "N", "H", "H", "H", "H", "H", "H", "H", "H", "H"],
  "coordinates": [[-1.7616, 0.3569, -0.4422], [-0.6097, 0.1461, 0.5257], [-1.2203, -0.2379, 1.7595], [0.4181, -0.8903, 0.1814], [1.8098, 0.4727, -0.9581], [1.6854, -0.5311, -0.0744], [-2.4875, 1.0561, -0.0143], [-1.3913, 0.7593, -1.3889], [-2.2678, -0.5948, -0.6302], [-0.0600, 1.1022, 0.6348], [-0.5010, -0.3926, 2.3862], [0.1724, -1.9381, 0.3166], [2.5284, 1.2699, -0.8366], [1.2000, 0.3966, -1.8445], [2.4850, -0.9749, 0.3851]],
  "lumo_ev": [0.7569, 0.7117],
  "de_lowest_ev": 3.819,
  "max_force_ev_per_a": 0.413,
  "homo_ev": [-7.21, -7.25]
}

---

Entry 3:
{
  "formula": "C6H12Cl2N2O",
  "method": "ωB97M-V/def2-TZVPD",
  "species": ["C", "C", "C", "C", "C", "C", "N", "N", "O", "Cl", "Cl", "H", "H", "H", "H", "H", "H", "H", "H", "H", "H", "H", "H"],
  "coordinates": [[0.3928, 2.1699, -2.0917], [-1.7258, 0.7285, -1.7201], [1.1442, -0.3773, 2.2959], [0.9014, -2.3880, 0.6928], [-0.4172, 1.2459, -1.1078], [0.2275, -1.3844, 1.5968], [0.4132, 0.5007, -0.5066], [-0.7899, -0.7025, 0.9165], [-1.9287, -0.4271, 1.1594], [-0.9104, 2.7117, 0.1038], [-0.5726, -2.3703, 3.0094], [0.3997, 1.5770, -3.1083], [1.4881, 2.3551, -1.8170], [-0.1719, 3.0174, -2.2218], [-1.5657, -0.0972, -2.4148], [-2.2146, 1.3546, -2.4633], [-2.2750, 0.2968, -0.9154], [0.8883, -0.3315, 3.2630], [2.2298, -0.6415, 2.1558], [0.9507, 0.5009, 1.7578], [0.4704, -3.2825, 0.4973], [2.0048, -2.5913, 1.1145], [1.0611, -1.8649, -0.1964]],
  "s2": 2.250,
  "lumo_ev": [-0.6274, -1.7697],
  "multiplicity": 3,
  "de_lowest_ev": 1.195,
  "max_force_ev_per_a": 6.217,
  "homo_ev": [-8.54, -9.20]
}

---

Entry 4:
{
  "formula": "C28H39F6N3O8P",
  "method": "ωB97M-V/def2-TZVPD",
  "species": ["P", "F", "F", "F", "F", "F", "F", "O", "C", "O", "C", "C", "C", "H", "H", "H", "H", "H", "H", "O", "C", "O", "C", "C", "C", "H", "H", "H", "H", "H", "H", "O", "C", "O", "C", "C", "C", "H", "H", "H", "H", "H", "H", "O", "C", "O", "C", "C", "C", "H", "H", "H", "H", "H", "H", "N", "C", "C", "C", "C", "H", "H", "H", "H", "H", "N", "C", "C", "C", "C", "H", "H", "H", "H", "H", "N", "C", "C", "C", "C", "H", "H", "H", "H", "H"],
  "coordinates": [[0.6421, 0.5236, -1.6022], [1.4777, -0.8555, -1.5851], [-0.6499, -0.3653, -1.0958], [1.0693, 0.8133, -0.0479], [-0.4018, 1.7663, -1.6699], [1.8405, 1.4036, -2.1819], [0.1568, 0.1726, -3.0945], [-1.0177, 6.4741, 1.4002], [0.0487, 6.4819, 0.7459], [1.2014, 6.3567, 1.3970], [2.2305, 6.2712, 0.3381], [1.8006, 6.9818, -0.8588], [0.2766, 6.8461, -0.6260], [2.6817, 5.3115, 0.0862], [3.1318, 6.8447, 0.5546], [2.1072, 6.6237, -1.8416], [2.0870, 8.0335, -0.8524], [-0.1726, 6.2121, -1.3904], [-0.0527, 7.8669, -0.8197], [-1.4696, -7.2238, -2.4109], [-1.5670, -6.4114, -3.3041], [-1.2113, -6.7851, -4.4652], [-1.1984, -5.6846, -5.3920], [-1.3448, -4.4624, -4.5332], [-2.1108, -4.9647, -3.3290], [-1.9960, -5.6688, -6.1347], [-0.2996, -5.8315, -5.9909], [-1.7963, -3.6326, -5.0771], [-0.3791, -4.1164, -4.1646], [-3.1806, -4.8734, -3.5171], [-1.7951, -4.4437, -2.4251], [-4.5902, 1.8635, 3.9438], [-4.5723, 0.9337, 4.6905], [-5.2283, 0.8770, 5.7926], [-5.2597, -0.4267, 6.3112], [-3.9232, -0.9683, 5.8874], [-3.8413, -0.4268, 4.4320], [-6.0435, -1.1290, 6.0272], [-5.2061, -0.4109, 7.3998], [-3.9950, -2.0559, 5.8972], [-3.0579, -0.5954, 6.4355], [-4.5181, -0.9485, 3.7553], [-2.9454, -0.1831, 3.8610], [3.9362, -5.8345, 5.1335], [3.6013, -4.7747, 4.4806], [2.3877, -4.3163, 4.5369], [2.2055, -3.1898, 3.7178], [3.5353, -3.0613, 2.9593], [4.5044, -3.9165, 3.6602], [2.0863, -2.4518, 4.5110], [1.4368, -3.1898, 2.9450], [3.8744, -2.0383, 2.7962], [3.4567, -3.3540, 1.9123], [5.0915, -3.4437, 4.4475], [5.2246, -4.3780, 2.9846], [4.2643, 1.1133, -6.8561], [3.2878, 0.5837, -7.6647], [3.7560, 0.7183, -8.8972], [4.8377, 1.6211, -8.9113], [5.2655, 1.6959, -7.5272], [4.2158, 1.3286, -5.8706], [2.3202, 0.2344, -7.3357], [3.2461, 0.3618, -9.7800], [5.2954, 1.9071, -9.8468], [6.0159, 2.2593, -6.9925], [3.6665, 1.4216, 7.1684], [2.2840, 1.3558, 6.9580], [2.1552, 1.7052, 5.6452], [3.4302, 2.0572, 5.1303], [4.3804, 1.8106, 6.0585], [4.1356, 1.2760, 8.0509], [1.5733, 0.8900, 7.6246], [1.2010, 1.7723, 5.1438], [3.6513, 2.4762, 4.1598], [5.4529, 1.9357, 6.0389], [-5.1314, -0.3225, -2.7791], [-6.1619, -0.4903, -3.6811], [-7.3825, -0.1457, -3.2289], [-7.1269, 0.2676, -1.8466], [-5.7230, 0.2438, -1.7029], [-4.1332, -0.3763, -2.9232], [-5.9419, -0.8568, -4.6729], [-8.2507, -0.3929, -3.8218], [-7.9026, 0.6505, -1.2000], [-4.9494, 0.6531, -1.0700]],
  "lumo_ev": 2.0264,
  "charge": -1,
  "max_force_ev_per_a": 7.314,
  "homo_ev": -6.28
}

---

Entry 5:
{
  "formula": "C24H46Cl10N2O2",
  "method": "ωB97M-V/def2-TZVPD",
  "species": ["C", "C", "C", "C", "C", "C", "N", "O", "C", "C", "C", "H", "H", "H", "H", "H", "H", "H", "H", "H", "H", "H", "H", "H", "H", "H", "H", "H", "H", "C", "C", "C", "C", "C", "C", "N", "O", "C", "C", "C", "H", "H", "H", "H", "H", "H", "H", "H", "H", "H", "H", "H", "H", "H", "H", "H", "H", "H", "Cl", "C", "C", "Cl", "H", "H", "H", "H", "Cl", "C", "C", "Cl", "H", "H", "H", "H", "C", "Cl", "Cl", "Cl", "H", "C", "Cl", "Cl", "Cl", "H"],
  "coordinates": [[-21.5954, -7.5161, 6.7322], [-22.0177, -8.1350, 5.3407], [-22.8861, -7.2002, 4.4789], [-22.0845, -6.2302, 3.6835], [-21.0925, -7.0019, 2.8313], [-20.0823, -7.9194, 3.5634], [-20.9200, -8.7709, 4.5226], [-20.0905, -9.8533, 5.1512], [-19.3908, -8.6891, 2.3687], [-18.9263, -7.1443, 4.2419], [-23.0868, -9.1977, 5.7962], [-22.4910, -7.3553, 7.3323], [-21.0479, -6.5738, 6.7120], [-20.9733, -8.1769, 7.3358], [-23.5793, -7.7778, 3.8674], [-23.4820, -6.6297, 5.1913], [-21.6048, -5.3940, 4.1921], [-22.8282, -5.7306, 3.0628], [-20.5065, -6.2891, 2.2511], [-21.6862, -7.7330, 2.2827], [-18.9535, -8.0448, 1.6060], [-18.7069, -9.4933, 2.6398], [-20.1786, -9.2874, 1.9109], [-19.2658, -6.5736, 5.1063], [-18.1391, -7.7782, 4.6500], [-18.3593, -6.4296, 3.6454], [-23.5997, -9.7044, 4.9787], [-23.9474, -8.7806, 6.3193], [-22.7079, -10.0589, 6.3465], [-29.1000, -8.3048, 2.7108], [-29.9407, -8.0830, 1.3591], [-29.1296, -6.9453, 0.6897], [-29.5558, -6.6899, -0.7298], [-29.5650, -7.9971, -1.5103], [-30.2567, -9.1717, -0.9216], [-29.9501, -9.2942, 0.5279], [-30.5488, -10.4656, 1.2330], [-31.7325, -8.9693, -1.3117], [-29.8276, -10.4418, -1.6279], [-31.3564, -7.5876, 1.7595], [-29.5279, -8.9914, 3.4413], [-29.0182, -7.3598, 3.2479], [-28.0974, -8.6731, 2.4934], [-29.3921, -6.0050, 1.1744], [-28.0611, -6.9866, 0.9011], [-28.9195, -5.9265, -1.1775], [-30.5836, -6.3551, -0.5898], [-28.5077, -8.2165, -1.6589], [-29.9998, -7.6731, -2.4558], [-32.0074, -7.9214, -1.1920], [-32.0871, -9.2430, -2.3054], [-32.3364, -9.4877, -0.5670], [-29.9402, -10.2836, -2.7005], [-28.7557, -10.5870, -1.4935], [-30.4748, -11.3068, -1.4831], [-32.0088, -7.3737, 0.9129], [-31.2598, -6.7132, 2.4030], [-31.8306, -8.3129, 2.4207], [-26.8173, -9.7415, 0.2943], [-25.4747, -9.8237, 1.5214], [-24.4739, -8.6162, 1.2550], [-25.3149, -7.0038, 1.5700], [-24.8605, -10.7194, 1.4288], [-25.9356, -9.6857, 2.4994], [-24.1210, -8.6728, 0.2252], [-23.5575, -8.6798, 1.8418], [-23.8416, -13.1553, 1.2766], [-22.1130, -13.2509, 1.8230], [-21.7940, -12.0732, 2.8325], [-22.2048, -12.3919, 4.4774], [-21.3617, -13.2097, 1.0343], [-21.9161, -14.1676, 2.3787], [-22.1737, -11.0774, 2.6035], [-20.7319, -11.8358, 2.8923], [-21.4129, -7.4522, -3.0752], [-22.8661, -7.9771, -2.1683], [-20.1210, -7.0857, -1.8218], [-21.8250, -5.9325, -3.8952], [-21.0200, -8.1837, -3.7813], [-27.7205, -12.0744, 3.4043], [-26.2875, -11.9214, 4.3073], [-29.0597, -12.7963, 4.4651], [-27.6626, -13.0829, 1.9404], [-27.9881, -11.0750, 3.0611]],
  "s2": 2.011,
  "lumo_ev": [0.3073, -0.6357],
  "multiplicity": 3,
  "max_force_ev_per_a": 6.282,
  "homo_ev": [-9.02, -9.83]
}

---

Entry 6:
{
  "formula": "C32H30BrF12N2O4PTa",
  "method": "ωB97M-V/def2-TZVPD",
  "species": ["Ta", "C", "C", "C", "C", "C", "N", "C", "C", "C", "C", "C", "C", "C", "C", "O", "C", "F", "F", "F", "C", "F", "F", "F", "C", "C", "C", "O", "C", "F", "F", "F", "C", "F", "F", "F", "H", "H", "H", "H", "H", "H", "H", "H", "H", "H", "H", "H", "C", "C", "P", "C", "C", "C", "C", "H", "H", "H", "H", "H", "H", "H", "H", "H", "H", "H", "H", "H", "H", "H", "Br", "C", "C", "N", "C", "C", "C", "C", "O", "O", "H", "H", "H"],
  "coordinates": [[0.4677, -0.3153, -0.2874], [1.2882, 6.7728, -1.2858], [0.9987, 5.3788, -0.8153], [0.0243, 5.1109, 0.1391], [-0.2113, 3.8205, 0.5680], [0.5105, 2.7309, 0.0729], [0.2178, 1.4440, 0.6424], [-0.0273, 1.4395, 2.0606], [0.7540, 2.2641, 2.8692], [0.5732, 2.3136, 4.2369], [-0.3986, 1.5388, 4.8584], [-0.6274, 1.5947, 6.3389], [-1.1458, 0.6827, 4.0602], [-0.9627, 0.6001, 2.6837], [-1.7502, -0.4000, 1.8539], [-0.9424, -0.8655, 0.8268], [-3.0022, 0.2730, 1.2478], [-3.6506, 0.9985, 2.1520], [-2.6271, 1.0937, 0.2471], [-3.8610, -0.6154, 0.7301], [-2.1615, -1.6801, 2.6267], [-1.1297, -2.1506, 3.3319], [-3.1853, -1.4738, 3.4562], [-2.5215, -2.6382, 1.7673], [1.4254, 2.9795, -0.9652], [1.6667, 4.2941, -1.3635], [2.0337, 1.8693, -1.8025], [1.7491, 0.6281, -1.2569], [1.3480, 1.8717, -3.1842], [0.0147, 1.7759, -2.9770], [1.5661, 2.9642, -3.8958], [1.7075, 0.8141, -3.9197], [3.5789, 1.9283, -1.9133], [4.0047, 2.9319, -2.6813], [4.0469, 0.7913, -2.4300], [4.1010, 2.0782, -0.6962], [0.8133, 7.5106, -0.6422], [0.9179, 6.9242, -2.3006], [2.3602, 6.9677, -1.2942], [-0.5571, 5.9208, 0.5597], [-0.9630, 3.6457, 1.3237], [1.5135, 2.8816, 2.4122], [1.1987, 2.9688, 4.8282], [0.0283, 2.3233, 6.8102], [-0.4407, 0.6242, 6.7976], [-1.6580, 1.8715, 6.5630], [-1.8891, 0.0607, 4.5394], [2.3822, 4.4824, -2.1527], [-2.9084, 0.3427, -2.8774], [-1.8384, -0.5166, -3.5394], [-0.8215, -1.4629, -2.3593], [0.4331, -2.3315, -3.3666], [-0.0614, -3.0268, -4.6327], [-1.9561, -2.6428, -1.5470], [-2.7625, -3.5709, -2.4498], [-3.4450, 0.9157, -3.6314], [-2.4736, 1.0494, -2.1712], [-3.6386, -0.2638, -2.3409], [-1.1617, 0.0909, -4.1421], [-2.2909, -1.2449, -4.2169], [0.9422, -3.0326, -2.7035], [1.1692, -1.5656, -3.6262], [-0.6878, -3.8880, -4.4091], [0.7974, -3.3813, -5.2006], [-0.6216, -2.3542, -5.2805], [-2.6229, -2.0214, -0.9456], [-1.3589, -3.2111, -0.8298], [-3.2884, -3.0301, -3.2353], [-3.5133, -4.0865, -1.8531], [-2.1366, -4.3290, -2.9170], [1.6863, -7.6637, 1.2109], [2.0149, -5.9096, 1.8052], [2.5975, -5.6942, 3.0537], [2.8582, -4.4875, 3.5366], [2.5439, -3.4375, 2.7940], [1.9576, -3.5564, 1.5344], [1.6866, -4.8230, 1.0206], [1.6101, -2.3591, 0.7754], [1.7430, -1.2019, 1.2770], [1.1136, -2.3900, -0.4036], [2.8616, -6.5376, 3.6806], [2.7568, -2.4591, 3.2057], [1.2373, -4.9449, 0.0451]],
  "lumo_ev": -3.6257,
  "de_lowest_ev": 0.520,
  "charge": 1,
  "max_force_ev_per_a": 1.929,
  "homo_ev": -10.72
}